Model a:
Molecular formula: C8H19NO
Method: DFT, the ωB97M-V functional and the def2-TZVPD basis

The HOMO-LUMO gap comes out at 9.561 eV. The calculation puts the LUMO energy at 0.75 eV. The value obtained for the HOMO energy is -8.8 eV. As for the structure (SMILES): CCN(C)C(C)=O.CCC.

```
! wB97M-V def2-TZVPD RIJCOSX def2/J DEFGRID3
* xyz 0 1
C -2.0044 0.8606 0.6596
C -0.8156 0.7457 -0.3662
N -1.5141 0.1746 -1.4974
C -2.4833 1.2685 -2.1058
C -1.0552 -0.8647 -2.2953
C -0.0239 -1.8082 -1.8525
O -1.6812 -1.0697 -3.3899
H -2.8190 -0.0409 0.8136
H -2.6784 1.6942 0.5669
H -1.4987 0.7255 1.7322
H -0.6524 1.7567 -0.5269
H 0.2465 0.3921 -0.1037
H -3.5639 0.8908 -2.2315
H -2.6541 2.1389 -1.3114
H -2.5087 1.3360 -3.1732
H 0.3568 -2.2931 -2.7338
H 0.7720 -1.4568 -1.1532
H -0.5191 -2.5523 -1.0816
C 1.5297 -0.1446 2.9932
C 1.8453 -0.2385 1.4613
C 3.3458 -0.2400 0.9856
H 2.0379 -0.8838 3.5304
H 0.4134 -0.1942 3.1381
H 1.8785 0.9183 3.2954
H 1.3804 -1.1736 1.0204
H 1.2878 0.7421 1.1291
H 4.0591 0.1862 1.6483
H 3.8262 -1.2007 0.7924
H 3.4927 0.3310 0.0557
*
```

Model b:
Molecular formula: C8H19NO
Method: DFT, the ωB97M-V functional and the def2-TZVPD basis

The HOMO-LUMO gap comes out at 7.636 eV. The calculation puts the LUMO energy at 0.74 eV. The value obtained for the HOMO energy is -6.9 eV.

```
! wB97M-V def2-TZVPD RIJCOSX def2/J DEFGRID3
* xyz 0 1
C -0.7337 0.9341 0.5542
C 1.0441 -0.2797 0.3218
C -1.2947 0.2943 -0.6134
C 0.8875 -1.4378 1.2950
C 1.5903 -0.8035 -0.9958
C 2.0245 0.7329 0.8986
C -0.8420 0.7523 -1.9846
C -1.8732 -1.0994 -0.5663
N -1.1869 0.6598 1.8250
O -0.4996 2.2628 0.4527
H 0.0816 2.6673 -0.1986
H -2.4906 1.0949 -0.3916
H -1.5277 -0.2672 2.0128
H -1.6525 1.4123 2.3084
H 1.8408 -1.9719 1.4155
H 0.6096 -1.0919 2.2908
H 0.1504 -2.1708 0.9652
H 2.5664 -1.2857 -0.8382
H 1.7715 -0.0053 -1.7147
H 0.9698 -1.5924 -1.4244
H 2.2307 1.5404 0.1933
H 2.9911 0.2570 1.1179
H 1.6508 1.1673 1.8263
H -1.6916 1.1618 -2.5343
H -0.0513 1.4990 -1.9466
H -0.4532 -0.0835 -2.5603
H -2.3399 -1.3212 0.3929
H -1.1148 -1.8501 -0.7813
H -2.6572 -1.1758 -1.3202
*
```

Model c:
Molecular formula: C8H19NO
Method: DFT, the ωB97M-V functional and the def2-TZVPD basis

The HOMO-LUMO gap comes out at 10.501 eV. The calculation puts the LUMO energy at 0.54 eV. The value obtained for the HOMO energy is -10.0 eV. As for the structure (SMILES): CNC(C)=O.CCCCC.

```
! wB97M-V def2-TZVPD RIJCOSX def2/J DEFGRID3
* xyz 0 1
C -3.3731 1.2887 0.4300
N -2.6324 0.3883 -0.5507
C -2.4718 -0.8495 0.0692
C -2.0094 -1.9175 -1.0608
O -2.5120 -1.0047 1.3358
H -3.0147 0.8105 1.4221
H -3.0916 2.3425 0.0729
H -4.5272 1.2762 0.2986
H -3.4311 0.1941 -1.5032
H -2.0603 -1.3425 -2.1027
H -2.3586 -2.9240 -1.0628
H -0.8720 -2.0124 -0.9903
C 3.6456 -1.9876 -0.0616
C 3.0847 -0.6982 0.6131
C 2.3480 0.3538 -0.2884
C 1.9131 1.5854 0.4161
C 1.5134 2.6738 -0.5650
H 2.9166 -2.5429 -0.6119
H 4.5615 -1.9368 -0.9118
H 4.0277 -2.8069 0.7528
H 3.7618 -0.2481 1.3866
H 2.3166 -1.1061 1.2258
H 3.0839 0.7422 -1.0518
H 1.2962 0.1225 -0.6659
H 2.7975 2.0544 0.8923
H 1.1045 1.2334 1.1747
H 0.5359 2.2815 -1.0397
H 1.2352 3.5527 -0.1229
H 2.3373 2.9359 -1.3103
*
```

Model d:
Molecular formula: C8H19NO
Method: DFT, the ωB97M-V functional and the def2-TZVPD basis

The HOMO-LUMO gap comes out at 9.739 eV. The calculation puts the LUMO energy at 0.85 eV. The value obtained for the HOMO energy is -8.9 eV. As for the structure (SMILES): CCN(C)C(C)=O.CCC.

```
! wB97M-V def2-TZVPD RIJCOSX def2/J DEFGRID3
* xyz 0 1
C 2.7940 -1.2160 1.5293
C 2.1346 -0.4469 0.3922
N 0.8099 -0.9006 -0.0064
C -0.2658 -1.5423 0.7476
C 0.3671 -0.3869 -1.2575
C 1.2044 0.6711 -1.9864
O -0.8232 -0.4681 -1.5292
H 3.1879 -0.5647 2.2546
H 3.4965 -1.8714 1.0411
H 1.9605 -1.9322 1.9317
H 2.1152 0.5666 0.8081
H 2.7139 -0.5341 -0.5323
H -0.1782 -2.6003 0.4509
H -0.4398 -1.1054 1.6751
H -1.2041 -1.2709 0.1734
H 0.7675 1.5005 -2.5654
H 1.9877 1.1262 -1.3864
H 1.6967 0.1746 -2.8711
C -1.0831 2.1325 0.8738
C -2.2354 1.5593 0.0725
C -2.7950 0.2731 0.5866
H -0.4291 2.7951 0.2942
H -0.4469 1.3515 1.3383
H -1.3961 2.8684 1.6198
H -3.0967 2.2519 -0.0666
H -1.8275 1.4892 -0.9597
H -2.4431 -0.5664 0.0104
H -2.4072 -0.0206 1.5935
H -3.8550 0.0210 0.5583
*
```

Each structure's energy above the most stable one, in hartree: model a 0.0427; model b 0.0342; model c 0.0462; model d 0.0000.